Record 1
Molecular formula: C4H6N2O
Method: DFT, the ωB97M-V functional and the def2-TZVPD basis

Each line ends with the Löwdin charge.
CARTESIAN COORDINATES (ANGSTROEM)
C1 1.20338 0.43632 -0.32415  -0.22
C2 -0.16566 0.18819 0.50982  -0.20
C3 -1.49209 0.88317 0.02151  -0.15
C4 -0.68359 -1.21418 0.20844  -0.19
H1 2.89796 -0.31447 -0.28396  0.11
H2 0.68341 -0.00890 -1.24277  0.14
H3 1.60596 1.34894 -0.46764  0.08
H4 -0.01926 0.60330 1.63341  0.18
H5 -1.62517 2.00291 0.23111  0.13
H6 -0.12817 -2.09452 0.15206  0.10
N1 -2.44379 0.07358 -0.28913  0.05
N2 -1.85248 -1.27457 -0.15051  0.04
O1 2.01951 -0.62977 0.00180  -0.07

Output
energy relative to the best compared isomer or geometry (same formula, charge and spin) = 4.170 eV
structure (SMILES) = OCC1C=NN=C1
E_HOMO = -10.21 eV


Record 2
Molecular formula: C25H44N7NaO4
Method: DFT, the ωB97M-V functional and the def2-TZVPD basis

Each line ends with the Löwdin charge.
CARTESIAN COORDINATES (ANGSTROEM)
Na1 0.96789 -0.22696 -0.11480  0.25
C1 1.97258 2.47434 0.66333  -0.05
C2 2.88899 1.40954 0.64094  -0.15
C3 2.47176 0.47913 1.66789  -0.17
C4 1.31489 1.03457 2.25820  -0.07
C5 1.00980 2.27996 1.67584  -0.28
C6 0.16076 3.37989 2.29407  -0.56
C7 -0.30336 4.39410 1.24092  -0.05
C8 -1.05631 2.81237 3.03279  -0.04
C9 1.03360 4.13105 3.31768  -0.04
C10 3.12964 -0.71931 2.37773  -0.51
C11 3.94877 -0.17393 3.56534  -0.04
C12 4.04460 -1.61910 1.53745  -0.05
C13 2.05384 -1.66040 2.95977  -0.06
C14 4.12794 1.46856 -0.25592  -0.52
C15 4.21860 0.28217 -1.22908  -0.04
C16 5.40569 1.58097 0.59372  -0.04
C17 4.10696 2.72562 -1.14087  -0.08
H1 2.03065 3.36829 0.05918  0.09
H2 0.79801 0.63623 3.12110  0.10
H3 -0.79220 3.90584 0.39599  0.06
H4 0.54355 4.96403 0.85506  0.08
H5 -1.00936 5.10400 1.67912  0.08
H6 -1.70248 2.23550 2.36713  0.07
H7 -1.65262 3.62184 3.46077  0.08
H8 -0.74073 2.16293 3.85094  0.08
H9 1.91938 4.53334 2.82463  0.08
H10 1.36495 3.44802 4.10144  0.08
H11 0.48315 4.95777 3.77977  0.08
H12 4.75534 0.47013 3.21385  0.07
H13 4.38677 -0.99144 4.14807  0.08
H14 3.30916 0.41998 4.21915  0.08
H15 4.88945 -1.08324 1.11649  0.06
H16 3.49255 -2.09264 0.72420  0.07
H17 4.44762 -2.40898 2.17607  0.09
H18 1.50166 -1.20133 3.77926  0.07
H19 2.52663 -2.56421 3.35194  0.08
H20 1.33912 -1.95716 2.18844  0.06
H21 4.16018 -0.67752 -0.72624  0.05
H22 5.16088 0.31834 -1.78395  0.09
H23 3.39878 0.32842 -1.95240  0.08
H24 5.57020 0.70656 1.21670  0.05
H25 5.33000 2.44896 1.25182  0.09
H26 6.28151 1.71102 -0.04872  0.08
H27 3.22997 2.73775 -1.79286  0.07
H28 4.99481 2.72558 -1.77753  0.08
H29 4.12156 3.63961 -0.54574  0.08
N1 -2.21332 -1.43667 1.36283  0.07
N2 -1.99046 -2.80272 1.17372  -0.01
C18 -0.97232 -3.29359 0.44428  -0.37
N3 -0.95724 -4.61138 0.21963  0.20
N4 -0.08908 -2.37980 0.04317  0.16
N5 1.03473 -2.71319 -0.60536  -0.39
O1 1.77252 -1.77839 -0.89302  -0.02
O2 1.34307 -3.87664 -0.90002  0.05
H30 -2.21315 -0.97058 0.46280  0.06
H31 -1.43361 -1.04705 1.88222  0.09
H32 -2.79052 -3.38676 1.33836  0.14
H33 -1.59764 -5.22487 0.69080  0.12
H34 -0.11976 -4.96128 -0.22549  0.09
N6 0.50924 3.79124 -3.78491  0.18
C19 0.09285 2.91411 -4.73430  -0.50
O3 -0.22969 3.26742 -5.85262  0.06
C20 0.06006 1.46916 -4.33586  -0.11
C21 -0.00515 0.50592 -5.33704  0.01
C22 -0.05945 -0.83010 -4.98206  -0.04
C23 -0.05916 -1.15595 -3.63279  -0.12
N7 -0.01445 -0.24477 -2.66621  0.08
C24 0.04371 1.03562 -3.01725  -0.08
H35 0.57584 4.75953 -4.04564  0.11
H36 0.90318 3.50319 -2.90705  0.08
H37 -0.00833 0.82613 -6.37040  0.12
H38 -0.09859 -1.60679 -5.73324  0.11
H39 -0.10020 -2.19248 -3.31207  0.11
H40 0.06619 1.73369 -2.18420  0.11
C25 -2.13491 1.34331 -0.28135  -0.14
O4 -0.82951 0.88135 0.00938  -0.21
H41 -2.15074 2.41108 -0.50921  0.08
H42 -2.82968 1.16183 0.54654  0.08
H43 -2.49560 0.80315 -1.15964  0.09
H44 -0.38696 1.47022 0.67991  0.05

Output
energy relative to the best compared isomer or geometry (same formula, charge and spin) = 0.664 eV
E_HOMO = -6.51 eV


Record 3
Molecular formula: C17H17NO5
Method: DFT, the ωB97M-V functional and the def2-TZVPD basis

Each line ends with the Löwdin charge.
CARTESIAN COORDINATES (ANGSTROEM)
C1 -1.98399 -3.35319 -0.02946  -0.04
C2 -2.20245 -1.88854 0.17698  -0.22
C3 -1.17035 -1.09169 0.65824  -0.02
C4 -1.33454 0.26717 0.83392  -0.01
C5 -2.55289 0.86497 0.51561  -0.14
C6 -3.60306 0.05826 0.07519  0.03
C7 -3.44548 -1.30506 -0.09954  -0.22
C8 -4.58933 -2.13945 -0.58779  -0.04
H1 -4.34310 -2.60681 -1.54087  0.08
H2 -5.47965 -1.53077 -0.72019  0.08
H3 -4.81344 -2.93461 0.12215  0.08
H4 -4.54853 0.53097 -0.14825  0.12
C9 -2.78631 2.31516 0.59933  -0.32
O1 -3.86186 2.81057 0.84383  0.11
C10 -1.58051 3.21743 0.31348  -0.06
H5 -1.00078 3.36039 1.23477  0.14
O2 -0.74362 2.65556 -0.69353  0.01
C11 0.53782 2.45488 -0.39977  -0.49
O3 1.08146 2.81332 0.61132  0.12
C12 1.23591 1.68137 -1.51143  -0.06
N1 2.54721 1.26100 -1.10016  0.09
C13 2.73824 0.02094 -0.56962  -0.42
O4 1.90228 -0.86161 -0.61189  0.08
C14 4.07272 -0.17896 0.01047  -0.18
C15 4.61929 -1.29967 0.58262  0.01
C16 5.92175 -0.94000 0.98758  -0.05
C17 6.07388 0.36804 0.63585  -0.10
O5 4.96788 0.83818 0.04699  0.05
H6 6.89540 1.04804 0.74959  0.12
H7 6.64332 -1.56428 1.47264  0.10
H8 4.13692 -2.24880 0.68944  0.12
H9 3.20686 1.98349 -0.85220  0.14
H10 0.64927 0.78265 -1.72498  0.14
H11 1.28918 2.29964 -2.41171  0.14
H12 -1.94350 4.18976 -0.03196  0.14
H13 -0.52334 0.84402 1.24943  0.11
H14 -0.21174 -1.53744 0.87619  0.10
H15 -2.63112 -3.93345 0.62829  0.09
H16 -2.21962 -3.63427 -1.05506  0.08
H17 -0.95017 -3.61724 0.17448  0.08

Output
energy relative to the best compared isomer or geometry (same formula, charge and spin) = 0.934 eV
structure (SMILES) = Cc1ccc(C(=O)COC(=O)CNC(=O)c2ccco2)cc1C
E_HOMO = -9.02 eV


Record 4
Molecular formula: C3H10NO2
Method: DFT, the ωB97M-V functional and the def2-TZVPD basis

Each line ends with the Löwdin charge.
CARTESIAN COORDINATES (ANGSTROEM)
C1 1.08546 -0.98696 -0.45382  -0.12
C2 0.64329 0.01492 -1.20477  0.07
C3 0.80507 0.11198 1.64941  0.14
N1 1.31202 -0.83824 0.94796  0.05
H1 1.32696 -1.98379 -0.79524  0.13
H2 0.74927 1.07090 -1.04618  0.08
H3 0.41791 -0.26966 -2.22551  0.09
H4 1.01875 0.20892 2.70629  0.13
H5 0.24333 0.90366 1.18380  0.11
H6 1.82438 -1.53209 1.47902  0.18
H7 -1.95359 1.63424 -2.81966  0.06
H8 -1.18063 2.70154 -2.14971  0.06
O1 -1.20988 1.73355 -2.19979  -0.07
H9 -1.94097 -1.39599 1.62947  0.08
H10 -2.34708 0.06847 1.72005  0.07
O2 -1.63232 -0.49329 1.41002  -0.05

Output
net charge = +1
energy relative to the best compared isomer or geometry (same formula, charge and spin) = 2.216 eV
E_HOMO = -14.23 eV


Record 5
Molecular formula: C20H49N3O8P2
Method: DFT, the ωB97M-V functional and the def2-TZVPD basis

Each line ends with the Löwdin charge.
CARTESIAN COORDINATES (ANGSTROEM)
C1 1.20520 0.64333 6.51421  -0.13
C2 0.69653 1.75463 5.55283  -0.43
P1 0.57416 1.24167 3.76795  0.90
C3 2.05283 0.22609 3.25495  -0.42
C4 1.92608 -1.27823 3.60112  -0.27
C5 3.27744 -2.01170 3.70347  -0.19
C6 4.00268 -1.85341 5.05233  -0.20
N1 4.55214 -0.53770 5.39114  0.02
C7 5.76533 -0.17758 4.71947  -0.52
C8 5.82397 0.37827 3.30366  0.00
O1 6.77423 -0.27676 5.30336  0.13
P2 0.87866 3.13405 2.70729  0.27
O2 -0.34956 3.91165 2.86067  -0.34
O3 1.31581 2.90369 1.17980  -0.15
O4 2.05309 3.94434 3.48325  -0.18
H1 1.93348 1.10737 7.18476  0.07
H2 1.72738 -0.17554 6.02693  0.02
H3 0.38393 0.31974 7.14880  0.07
H4 -0.32200 1.99667 5.85574  0.06
H5 1.26810 2.67912 5.64575  0.05
H6 2.98130 0.69138 3.59481  0.05
H7 2.07434 0.28911 2.16329  0.07
H8 1.42053 -1.73105 2.74247  0.10
H9 1.27366 -1.48661 4.45100  0.09
H10 3.88990 -1.79270 2.82807  0.10
H11 3.02702 -3.07743 3.62149  0.11
H12 3.34263 -2.16966 5.86409  0.11
H13 4.84672 -2.55042 5.04698  0.12
H14 3.86453 0.20489 5.40726  0.09
H15 6.85370 0.26344 2.96955  0.08
H16 5.19801 -0.14252 2.57778  0.06
H17 5.59161 1.44553 3.25131  0.09
H18 0.58172 2.42639 0.75485  0.08
H19 1.62788 4.51525 4.13811  0.07
C9 1.34091 5.77909 -4.22218  -0.11
O5 0.27846 5.25350 -4.99751  -0.19
C10 0.66115 4.17316 -5.84206  -0.22
C11 0.03830 2.87341 -5.36986  -0.21
N2 0.63893 2.42338 -4.11907  -0.05
C12 -0.06885 1.31512 -3.48096  -0.20
C13 -1.49888 1.56017 -3.00090  -0.23
O6 -1.59916 2.46734 -1.91658  -0.18
C14 -1.64321 3.83853 -2.28703  -0.09
H20 0.97994 6.68390 -3.73527  0.09
H21 1.65789 5.07393 -3.44694  0.08
H22 2.19648 6.04065 -4.85141  0.09
H23 1.74844 4.08812 -5.92389  0.12
H24 0.27109 4.40005 -6.83869  0.12
H25 0.18650 2.10420 -6.13392  0.12
H26 -1.04039 3.04464 -5.26295  0.11
H27 0.66390 3.19878 -3.46976  0.07
H28 0.52686 1.02367 -2.61122  0.12
H29 -0.06585 0.45967 -4.16476  0.11
H30 -1.87432 0.60549 -2.61935  0.11
H31 -2.17577 1.84787 -3.81388  0.11
H32 -2.13137 3.99037 -3.25216  0.09
H33 -0.63604 4.26192 -2.30189  0.07
H34 -2.20881 4.37505 -1.52466  0.09
C15 -2.07973 -2.18167 -3.45029  -0.12
O7 -2.68089 -2.05197 -2.17578  -0.20
C16 -4.09067 -1.84579 -2.22130  -0.21
C17 -4.82994 -3.05365 -1.67956  -0.21
N3 -4.72579 -4.18988 -2.58864  -0.05
C18 -5.20516 -5.45142 -2.02584  -0.20
C19 -4.46276 -6.02211 -0.81846  -0.23
O8 -3.14312 -6.45600 -1.09842  -0.18
C20 -2.15103 -5.44622 -1.04157  -0.10
H35 -0.99879 -2.18038 -3.31108  0.09
H36 -2.36338 -3.12246 -3.93281  0.08
H37 -2.34841 -1.34085 -4.09750  0.08
H38 -4.42986 -1.58869 -3.22887  0.12
H39 -4.30378 -0.99132 -1.57235  0.12
H40 -5.88553 -2.79924 -1.54601  0.12
H41 -4.40715 -3.28361 -0.69336  0.11
H42 -3.75712 -4.30992 -2.85422  0.07
H43 -5.15234 -6.19233 -2.82769  0.12
H44 -6.26391 -5.33968 -1.77102  0.12
H45 -5.00499 -6.91875 -0.50561  0.12
H46 -4.47492 -5.34532 0.04367  0.11
H47 -2.38829 -4.67521 -0.30456  0.09
H48 -2.00125 -4.99158 -2.02433  0.07
H49 -1.21042 -5.91929 -0.75607  0.09

Output
structure (SMILES) = CCP(CCCCNC(C)=O)P(=O)(O)O.COCCNCCOC.COCCNCCOC
E_HOMO = -8.79 eV


Record 6
Molecular formula: C21H19N6O3S4V
Method: DFT, the ωB97M-V functional and the def2-TZVPD basis

Each line ends with the Löwdin spin population.
CARTESIAN COORDINATES (ANGSTROEM)
V1 -0.23691 1.04489 0.10058  1.84
C1 2.27939 -1.72782 -5.11608  0.00
C2 2.60637 -0.87995 -3.94966  0.00
N1 3.59582 -0.03981 -3.88416  0.00
N2 3.52701 0.50919 -2.66153  0.00
C3 2.47891 0.03716 -1.95898  0.00
S1 2.14069 0.37916 -0.35271  0.00
N3 1.90922 -0.89179 -2.77130  0.00
N4 0.85951 -1.70723 -2.41490  0.00
H1 3.00007 -1.51727 -5.89921  0.00
H2 1.27722 -1.50379 -5.48041  0.00
H3 2.32342 -2.78320 -4.85019  0.00
H4 4.13904 1.25646 -2.37705  0.00
H5 0.46229 -2.14375 -3.24385  0.00
H6 0.11186 -1.13012 -1.97925  0.00
S2 1.56093 -1.70302 3.08041  0.00
C4 0.94211 -2.73705 1.81976  0.00
C5 1.18044 -4.08322 1.59672  0.00
C6 0.50452 -4.70256 0.56360  0.00
C7 -0.42432 -4.00491 -0.20363  0.00
C8 -0.64069 -2.65646 -0.01550  0.00
C9 0.08771 -1.99645 0.97672  0.00
N5 0.01201 -0.66638 1.28944  0.01
C10 0.68982 -0.37173 2.37385  0.01
C11 0.71124 0.98925 2.82743  0.02
C12 1.10054 1.42117 4.09854  0.00
C13 1.03540 2.76807 4.39367  0.02
C14 0.62592 3.67885 3.42406  0.00
C15 0.22681 3.23700 2.17218  0.02
C16 0.24382 1.88705 1.85021  -0.01
H7 1.87060 -4.63508 2.21345  0.00
H8 0.68716 -5.74472 0.35322  0.00
H9 -0.97958 -4.53321 -0.96332  0.00
H10 -1.35826 -2.11332 -0.61886  0.00
H11 1.42508 0.70583 4.84382  0.00
H12 1.29277 3.11413 5.38447  0.00
H13 0.60807 4.73514 3.65801  0.00
H14 -0.10797 3.95017 1.42721  0.00
C17 -4.75323 1.51653 1.39738  0.02
C18 -3.99325 2.56841 0.90505  0.00
C19 -2.67661 2.35433 0.53848  0.01
N6 -2.06860 1.17123 0.67762  -0.01
C20 -2.81290 0.15416 1.12380  0.01
C21 -4.14250 0.27341 1.47450  0.00
H15 -5.78744 1.65381 1.67557  0.00
H16 -4.41965 3.55319 0.80243  0.00
H17 -2.09384 3.15301 0.09285  0.00
H18 -2.32569 -0.80765 1.17765  0.00
H19 -4.68480 -0.60010 1.80077  0.00
O1 0.83803 1.68378 -3.12075  0.00
S3 -0.33746 2.03900 -2.35425  0.01
O2 -1.18042 3.07206 -2.88811  0.00
O3 0.07134 2.40472 -0.94039  0.02
S4 -1.40104 0.36941 -2.06936  0.02

Output
⟨S²⟩ = 2.0149
energy relative to the best compared isomer or geometry (same formula, charge and spin) = 1.397 eV
multiplicity = 3
E_HOMO (alpha / beta) = -7.72 / -7.99 eV


Number 1: E -9269.3323 eV. Number 2: E -49673.7294 eV. Number 3: E -29632.7975 eV. Number 4: E -8850.1243 eV. Number 5: E -60961.2240 eV. Number 6: E -106198.1706 eV.